# 1
Here is the molecule C2H4O2S from the OMol25 dataset. Energies are from wB97M-V/def2-TZVPD.

Computed properties:
LUMO energy, eV: 0.00
HOMO-LUMO gap, eV: 9.76
Energy above the lowest of the compared OMol25 structures with the same formula, charge and spin, kcal per mole: 61.74
Structure (SMILES): CC=S(=O)=O

```
! RIJCOSX wB97M-V def2-TZVPD def2/J DEFGRID3
* xyz 0 1
C 0.20096 -0.10804 -0.52132
C -1.15722 0.41699 -0.16338
O 2.58359 -1.02342 0.17532
O 0.99577 -0.52163 1.96686
S 1.33006 -0.45840 0.57702
H 0.54615 0.21065 -1.44849
H -1.49055 0.03726 0.71991
H -1.73608 -0.04166 -0.96164
H -1.27268 1.48825 -0.34429
*
```

# 2
Here is the molecule C2H4O2S from the OMol25 dataset. Energies are from wB97M-V/def2-TZVPD.

Computed properties:
LUMO energy (alpha / beta), eV: 0.21 / -0.40
HOMO-LUMO gap (alpha / beta), eV: 8.28 / 7.09
Energy above the lowest of the compared OMol25 structures with the same formula, charge and spin, kcal per mole: 74.89

```
! RIJCOSX wB97M-V def2-TZVPD def2/J DEFGRID3
* xyz 0 1
C 0.39767 -0.31424 -1.13661
C -0.04464 0.38342 0.04935
O 0.57327 -0.80617 -3.97333
O 0.82258 -1.56768 -1.17922
S 0.41856 0.38022 -3.03001
H 0.83596 0.41270 0.80787
H -0.87842 -0.14079 0.53544
H -0.29443 1.43611 -0.23160
H 0.58192 -2.14520 -0.46053
*
```

# 3
Here is a cluster of 2 separate species, C2H4O2S2 in total from the OMol25 dataset. Energies are from wB97M-V/def2-TZVPD.

Computed properties:
LUMO energy (alpha / beta), eV: -2.96 / -0.70
HOMO-LUMO gap (alpha / beta), eV: 6.69 / 8.76
Energy above the lowest of the compared OMol25 structures with the same formula, charge and spin, kcal per mole: 110.19

```
! RIJCOSX wB97M-V def2-TZVPD def2/J DEFGRID3
* xyz 0 1
C 1.08449 -1.40212 -0.08612
C -1.64030 1.06606 0.11629
O -0.14447 -1.49961 -0.19534
O -0.74975 0.44246 -0.69661
S 2.18818 -2.71067 -0.55117
S 1.79503 0.10893 0.49948
H -1.40498 0.95990 1.23706
H -2.70793 0.95182 -0.31532
H -1.42156 2.22878 0.07321
H 3.00129 -0.14553 -0.08150
*
```

# 4
Here is a structure of composition C2H4O2Tl from the OMol25 dataset. Energies are from wB97M-V/def2-TZVPD.

Computed properties:
Expectation value of S²: 0.754
LUMO energy (alpha / beta), eV: 0.17 / -2.53
HOMO-LUMO gap (alpha / beta), eV: 8.77 / 6.05
Energy above the lowest of the compared OMol25 structures with the same formula, charge and spin, kcal per mole: 27.82

```
! RIJCOSX wB97M-V def2-TZVPD def2/J DEFGRID3
* xyz 0 2
H 0.66483 1.65228 0.05225
C 0.14372 1.04596 -0.72092
C 0.03599 -0.29428 -0.55574
O 0.42532 -0.99928 0.47810
H -0.09550 1.49907 -1.68349
H -0.54684 -0.84996 -1.31408
Tl -0.26012 -1.05843 2.25717
O -1.95852 -0.16549 2.35383
H -2.48691 -0.10925 1.55485
*
```

# 5
Here is the molecule C2H4O3 from the OMol25 dataset. Energies are from wB97M-V/def2-TZVPD.

Computed properties:
LUMO energy, eV: 0.83
HOMO-LUMO gap, eV: 10.75
Energy above the lowest of the compared OMol25 structures with the same formula, charge and spin, kcal per mole: 117.15
Structure (SMILES): OO[C@H]1CO1

```
! RIJCOSX wB97M-V def2-TZVPD def2/J DEFGRID3
* xyz 0 1
C -1.10333 -0.50755 -0.12821
C -0.17516 0.63482 -0.20860
O -1.25537 0.61306 0.68280
O 1.73071 -0.65899 0.19618
O 1.13992 0.61339 0.32767
H -1.92282 -0.48776 -0.84595
H -0.77836 -1.38799 0.28401
H -0.26535 1.57408 -0.86939
H 2.62977 -0.39306 0.56148
*
```

# 6
Here is the ion C2H4O3P with charge -1 from the OMol25 dataset. Energies are from wB97M-V/def2-TZVPD.

Computed properties:
LUMO energy, eV: 4.26
HOMO-LUMO gap, eV: 7.03
Energy above the lowest of the compared OMol25 structures with the same formula, charge and spin, kcal per mole: 34.50
Structure (SMILES): CC(=O)P([O-])O

```
! RIJCOSX wB97M-V def2-TZVPD def2/J DEFGRID3
* xyz -1 1
C 1.04551 1.01898 0.54292
C -0.41200 0.61339 0.63901
O 3.44241 0.08524 -0.35614
O 1.27934 2.21779 0.54678
O 1.31760 -0.94353 -1.16654
P 2.16766 -0.44587 0.23336
H -0.83777 -0.19524 -0.02232
H -0.94258 1.52324 0.29380
H -0.58680 0.38109 1.66001
H 1.99140 -0.63848 -1.79631
*
```

# 7
Here is a cluster of 2 separate species, C2H4O3P in total from the OMol25 dataset. Energies are from wB97M-V/def2-TZVPD.

Computed properties:
LUMO energy, eV: 4.20
HOMO-LUMO gap, eV: 9.12
Energy above the lowest of the compared OMol25 structures with the same formula, charge and spin, kcal per mole: 11.28

```
! RIJCOSX wB97M-V def2-TZVPD def2/J DEFGRID3
* xyz -1 1
C 1.14050 0.45013 0.85760
C 1.40570 0.13977 -0.39548
O -1.91528 1.06002 -0.34016
O -1.25487 -1.19714 0.72532
O -2.54640 -1.13643 -1.48589
P -1.95345 -0.38700 -0.38604
H 0.47849 0.01002 1.50739
H 1.51975 1.41831 1.25462
H 1.99472 0.53415 -1.18023
H 1.13085 -0.89183 -0.55713
*
```

# 8
Here is a cluster of 2 separate species, C2H4O3P in total from the OMol25 dataset. Energies are from wB97M-V/def2-TZVPD.

Computed properties:
LUMO energy, eV: 3.87
HOMO-LUMO gap, eV: 8.22
Energy above the lowest of the compared OMol25 structures with the same formula, charge and spin, kcal per mole: 66.67

```
! RIJCOSX wB97M-V def2-TZVPD def2/J DEFGRID3
* xyz -1 1
C 0.81464 -0.17443 -0.37833
C -0.49356 -0.40936 0.16379
O 5.90007 -0.27864 -0.13638
O 1.40362 0.89375 0.16568
O 3.81420 0.90104 -0.23375
P 4.48871 -0.35190 0.23352
H -1.34684 -0.64825 -0.53133
H -1.11170 0.19912 0.88717
H -0.21030 -1.18379 0.78200
H 2.33752 0.93499 -0.09722
*
```

# 9
Here is a cluster of 2 separate species, C2H4O3PS in total from the OMol25 dataset. Energies are from wB97M-V/def2-TZVPD.

Computed properties:
LUMO energy, eV: 3.54
HOMO-LUMO gap, eV: 8.50
Energy above the lowest of the compared OMol25 structures with the same formula, charge and spin, kcal per mole: 3.78

```
! RIJCOSX wB97M-V def2-TZVPD def2/J DEFGRID3
* xyz -1 1
C -1.86103 -0.25778 -0.75714
C -1.90113 0.97687 -0.22590
O 1.25174 -0.11746 0.90114
O -0.88654 -1.13025 -0.81351
O 3.48924 0.16185 2.14366
P 2.74630 -0.24278 0.90841
S 3.62031 -0.86655 -0.72315
H -2.65696 -0.85462 -1.20551
H -1.08125 1.40773 0.29828
H -2.69328 1.61781 -0.26186
H -0.02740 -0.69481 -0.26442
*
```

# 10
Here is the molecule C2H4O3S from the OMol25 dataset. Energies are from wB97M-V/def2-TZVPD.

Computed properties:
LUMO energy, eV: 0.41
HOMO-LUMO gap, eV: 8.93
Energy above the lowest of the compared OMol25 structures with the same formula, charge and spin, kcal per mole: 40.48
Structure (SMILES): OC(O)=C(O)S

```
! RIJCOSX wB97M-V def2-TZVPD def2/J DEFGRID3
* xyz 0 1
C 0.59244 0.20283 0.24115
C -0.63028 -0.28450 0.18424
O 0.70167 1.46201 0.39235
O 1.70916 -0.43958 0.39671
O -0.83947 -1.95822 0.12691
S -2.10147 0.63533 0.15357
H -0.15574 1.80029 0.75184
H 2.48304 0.11001 0.37250
H -0.02369 -2.48620 0.33216
H -2.06382 0.88306 -1.13265
*
```

# 11
Here is a cluster of 2 separate species, C2H4O3S in total from the OMol25 dataset. Energies are from wB97M-V/def2-TZVPD.

Computed properties:
LUMO energy, eV: 0.44
HOMO-LUMO gap, eV: 10.35
Energy above the lowest of the compared OMol25 structures with the same formula, charge and spin, kcal per mole: 86.92
Structure (SMILES): O=C1CS1.OO

```
! RIJCOSX wB97M-V def2-TZVPD def2/J DEFGRID3
* xyz 0 1
C -0.96823 1.51818 -0.61786
C -1.51162 0.16132 -0.39595
O -0.29005 2.35218 -0.15101
O 1.41823 -0.22563 2.29597
O 0.99527 -0.00691 1.00791
S -2.13924 1.12717 -1.86530
H -2.10750 0.11442 0.56151
H -0.87887 -0.75208 -0.38870
H 0.80187 0.34836 2.88697
H 1.29025 0.83359 0.71944
*
```

# 12
Here is a cluster of 2 separate species, C2H4O4 in total from the OMol25 dataset. Energies are from wB97M-V/def2-TZVPD.

Computed properties:
LUMO energy, eV: 0.57
HOMO-LUMO gap, eV: 11.34
Energy above the lowest of the compared OMol25 structures with the same formula, charge and spin, kcal per mole: 36.95
Structure (SMILES): O=CO.O=CO

```
! RIJCOSX wB97M-V def2-TZVPD def2/J DEFGRID3
* xyz 0 1
O 0.95821 -2.20827 0.49868
C 1.62080 -1.25928 0.14253
O 1.20673 -0.07895 -0.36924
H 2.67614 -1.39519 -0.11575
H 0.34286 0.10391 0.18308
O -2.23221 1.53807 -0.90991
C -1.23588 1.18433 -0.29511
O -1.08044 0.37231 0.75909
H -0.29238 1.73309 -0.55147
H -1.96382 0.00999 0.65811
*
```